[1]
A cluster of 2 separate species, C8H16N2O4 in total in a non-equilibrium geometry. Source: the Open Molecules 2025 dataset; level of theory: wB97M-V/def2-TZVPD.

The largest force on an atom comes out at 0.078 hartree/bohr. The SMILES is CN(C)/C(=C/O)NC(=O)O.C=COC. The spin multiplicity is 1. The value obtained for the HOMO-LUMO gap is 0.307 Ha. The calculation puts the molar mass at 204.2 g mol⁻¹. For the energy above the lowest of the compared OMol25 structures with the same formula, charge and spin, the calculation gives 435.6 kJ/mol. For the HOMO energy, the calculation gives -7.8 eV.

Geometry (Å):
C: 2.237 -0.222 -0.916
N: 1.316 -1.080 -0.191
C: 2.038 -2.182 0.432
C: 0.296 -0.438 0.602
C: 0.575 0.705 1.266
O: -0.309 1.167 2.227
N: -0.677 -1.253 1.088
C: -1.218 -2.411 0.421
O: -2.051 -3.053 1.012
O: -0.827 -2.568 -0.859
H: 1.772 0.783 -1.064
H: 3.185 -0.387 -0.434
H: 2.250 -0.437 -2.011
H: 2.808 -2.006 1.258
H: 1.396 -2.840 0.939
H: 2.342 -2.708 -0.445
H: 1.474 1.263 1.259
H: -0.427 2.147 2.151
H: -1.170 -0.894 1.867
H: -0.100 -1.922 -1.097
C: -1.133 2.785 -0.553
C: -0.952 1.496 -0.852
O: -1.822 0.493 -0.569
C: -3.212 0.589 -0.249
H: -0.413 3.638 -0.704
H: -1.955 2.972 0.128
H: -0.079 1.102 -1.244
H: -3.389 0.022 0.688
H: -3.799 0.197 -1.086
H: -3.496 1.656 -0.120

Löwdin atomic charge list, values in e, 5 entries:
1 C -0.07
2 N -0.22
3 C -0.06
4 C -0.33
5 C -0.15

***

[2]
The ion C8H16N2PS with charge +1 in a non-equilibrium geometry. Source: the Open Molecules 2025 dataset; level of theory: wB97M-V/def2-TZVPD.

The largest force on an atom comes out at 0.104 hartree/bohr. The spin multiplicity is 1. The value obtained for the HOMO-LUMO gap is 0.306 Ha. The calculation puts the molar mass at 203.3 g mol⁻¹. For the energy above the lowest of the compared OMol25 structures with the same formula, charge and spin, the calculation gives 0.0 kJ/mol. Its net charge is +1. For the HOMO energy, the calculation gives -12.8 eV.

Geometry (Å):
C: 0.604 0.074 0.483
C: -0.983 -0.774 -0.940
C: -0.357 1.194 0.918
C: -1.303 1.576 -0.321
C: -1.206 0.709 2.091
C: -0.644 2.679 -1.191
C: 3.337 -0.917 0.394
C: -0.518 -3.452 -1.098
N: 0.210 -0.866 -0.258
N: -1.585 0.388 -1.127
P: 2.139 0.136 1.338
S: -1.597 -2.225 -1.628
H: 0.163 2.108 1.135
H: -2.279 1.954 0.132
H: -1.025 1.186 2.987
H: -0.808 -0.344 2.322
H: -2.311 0.716 1.864
H: 0.054 2.186 -1.936
H: -0.057 3.517 -0.587
H: -1.316 3.188 -1.702
H: 4.347 -0.741 0.563
H: 3.017 -0.775 -0.613
H: 3.281 -1.931 0.707
H: 0.123 -3.869 -1.924
H: -1.112 -4.371 -0.765
H: 0.006 -3.092 -0.183
H: -2.607 0.348 -1.561
H: 2.427 1.400 0.901

Löwdin atomic charge list, values in e, 5 entries:
1 C -0.51
2 C -0.58
3 C -0.31
4 C -0.28
5 C -0.04